[1]
{
  "formula": "C26H38O7",
  "method": "ωB97M-V/def2-TZVPD",
  "e_lumo_ev": -0.53,
  "e_tot_ha": -1540.11563,
  "homo_energy_ev": -8.9,
  "smiles": "CC1=CC(=O)c2ccccc2C1=O.CC(C)=O.CC(C)=O.CC(C)=O.CC(C)=O.CC(C)=O",
  "elements": ["C", "C", "C", "C", "O", "C", "C", "C", "C", "C", "C", "C", "O", "H", "H", "H", "H", "H", "H", "H", "H", "C", "C", "O", "C", "H", "H", "H", "H", "H", "H", "C", "C", "O", "C", "H", "H", "H", "H", "H", "H", "C", "C", "O", "C", "H", "H", "H", "H", "H", "H", "C", "C", "O", "C", "H", "H", "H", "H", "H", "H", "C", "C", "O", "C", "H", "H", "H", "H", "H", "H"],
  "positions_angstrom": [[2.467, -1.588, -0.127], [1.166, -0.818, -0.512], [1.186, 0.543, -0.378], [-0.117, 1.341, -0.707], [-0.108, 2.438, -1.220], [-1.442, 0.586, -0.339], [-2.609, 1.323, 0.163], [-3.796, 0.550, 0.526], [-3.806, -0.897, 0.368], [-2.653, -1.658, -0.153], [-1.466, -0.888, -0.500], [-0.135, -1.530, -1.025], [-0.100, -2.466, -1.786], [2.484, -2.617, -0.566], [3.383, -0.987, -0.365], [2.446, -1.692, 1.009], [2.102, 1.070, -0.020], [-2.512, 2.425, 0.261], [-4.685, 1.100, 0.915], [-4.699, -1.498, 0.660], [-2.678, -2.762, -0.277], [3.611, 0.395, 4.699], [2.543, -0.570, 4.255], [2.394, -0.851, 3.084], [1.669, -1.170, 5.322], [4.164, 0.749, 3.828], [3.154, 1.253, 5.196], [4.306, -0.106, 5.375], [1.126, -0.380, 5.847], [2.280, -1.737, 6.024], [0.947, -1.844, 4.861], [1.734, 1.711, -5.709], [2.333, 2.730, -4.775], [3.437, 3.196, -4.969], [1.502, 3.142, -3.589], [2.435, 1.503, -6.518], [1.538, 0.783, -5.170], [0.809, 2.099, -6.139], [1.296, 2.276, -2.964], [0.567, 3.592, -3.928], [2.050, 3.877, -3.000], [3.005, -4.162, 7.963], [4.128, -3.933, 6.985], [3.967, -3.270, 5.981], [5.460, -4.561, 7.302], [2.107, -3.653, 7.609], [2.793, -5.229, 8.044], [3.274, -3.757, 8.940], [5.357, -5.647, 7.354], [5.838, -4.174, 8.251], [6.173, -4.315, 6.515], [-4.305, 3.848, -1.784], [-5.587, 3.662, -1.013], [-6.049, 2.558, -0.812], [-6.273, 4.903, -0.501], [-3.923, 2.874, -2.090], [-4.492, 4.448, -2.677], [-3.558, 4.335, -1.154], [-6.546, 5.549, -1.337], [-5.613, 5.436, 0.187], [-7.180, 4.620, 0.034], [-2.599, -1.111, -7.067], [-1.230, -0.947, -6.457], [-0.326, -0.419, -7.069], [-1.031, -1.465, -5.055], [-2.597, -0.695, -8.075], [-2.855, -2.171, -7.126], [-3.339, -0.578, -6.469], [-1.218, -2.540, -5.024], [-1.703, -0.947, -4.367], [-0.002, -1.281, -4.744]],
  "mulliken_charge": [-1.212, 0.856, -0.561, 0.057, -0.627, 0.589, -0.509, -0.489, -0.489, -0.690, 0.550, 0.272, -0.594, 0.333, 0.374, 0.200, 0.391, 0.480, 0.332, 0.351, 0.424, -1.103, 0.764, -0.534, -0.770, 0.286, 0.343, 0.280, 0.387, 0.002, 0.261, -0.756, 0.756, -0.594, -0.553, 0.309, 0.050, 0.321, -0.183, 0.342, 0.301, -1.051, 0.845, -0.492, -1.139, 0.231, 0.353, 0.312, 0.337, 0.338, 0.287, -1.090, 0.912, -0.552, -1.146, 0.247, 0.434, 0.276, 0.331, 0.310, 0.315, -1.175, 0.763, -0.531, -0.868, 0.310, 0.347, 0.322, 0.384, 0.260, 0.179]
}

=====

[2]
{
  "formula": "C25H48N3O5P",
  "method": "ωB97M-V/def2-TZVPD",
  "e_lumo_ev": 0.48,
  "relative_energy_kj_mol": 127.4,
  "e_tot_ha": -1863.13759,
  "homo_energy_ev": -7.7,
  "smiles": "CCCCN[C@@H]1NC(=O)[C@@](CCCCOC(C)=O)(P(C)CC)[C@@]1(CCO)CCN(CC)C(C)=O",
  "elements": ["C", "C", "C", "C", "N", "C", "N", "C", "O", "C", "C", "C", "C", "C", "O", "C", "C", "O", "P", "C", "C", "C", "C", "C", "C", "O", "C", "C", "N", "C", "C", "C", "C", "O", "H", "H", "H", "H", "H", "H", "H", "H", "H", "H", "H", "H", "H", "H", "H", "H", "H", "H", "H", "H", "H", "H", "H", "H", "H", "H", "H", "H", "H", "H", "H", "H", "H", "H", "H", "H", "H", "H", "H", "H", "H", "H", "H", "H", "H", "H", "H", "H"],
  "positions_angstrom": [[0.135, 3.979, 4.679], [0.628, 4.193, 3.214], [1.365, 2.955, 2.640], [0.429, 2.058, 1.776], [1.113, 1.529, 0.593], [1.486, 0.119, 0.675], [2.911, 0.055, 0.224], [2.846, -0.403, -1.131], [3.852, -0.467, -1.755], [1.394, -0.736, -1.622], [0.763, 0.264, -2.616], [1.214, 1.749, -2.499], [0.065, 2.744, -2.243], [-0.898, 2.841, -3.424], [-1.960, 1.867, -3.391], [-3.067, 2.310, -2.769], [-4.375, 1.878, -3.406], [-3.062, 2.972, -1.801], [1.781, -2.378, -2.508], [2.694, -2.034, -4.068], [0.197, -3.175, -3.084], [-0.662, -2.372, -4.093], [0.700, -0.908, -0.211], [-0.748, -0.389, -0.053], [-1.817, -1.267, -0.742], [-2.539, -0.550, -1.734], [0.938, -2.254, 0.527], [-0.061, -2.586, 1.639], [0.014, -1.690, 2.807], [1.138, -2.028, 3.705], [0.780, -2.193, 5.189], [-1.245, -1.554, 3.480], [-2.144, -2.747, 3.789], [-1.593, -0.480, 3.800], [-0.952, 3.875, 4.678], [0.362, 4.874, 5.261], [0.573, 3.087, 5.125], [-0.259, 4.456, 2.631], [1.295, 5.057, 3.168], [1.696, 2.373, 3.504], [2.214, 3.316, 2.058], [-0.350, 2.742, 1.406], [-0.062, 1.287, 2.369], [1.895, 2.100, 0.316], [1.562, -0.080, 1.748], [3.359, -0.677, 0.770], [0.960, -0.033, -3.646], [-0.326, 0.252, -2.540], [1.643, 2.054, -3.462], [1.984, 1.945, -1.755], [-0.431, 2.587, -1.288], [0.547, 3.729, -2.176], [-1.338, 3.843, -3.407], [-0.381, 2.767, -4.381], [-4.742, 2.649, -4.084], [-5.092, 1.780, -2.595], [-4.216, 0.939, -3.938], [2.070, -1.696, -4.906], [3.140, -2.981, -4.382], [3.505, -1.318, -3.957], [-0.384, -3.556, -2.246], [0.538, -4.074, -3.614], [-0.084, -1.737, -4.762], [-1.252, -3.085, -4.674], [-1.356, -1.728, -3.548], [-1.006, -0.232, 0.992], [-0.843, 0.590, -0.521], [-2.541, -1.539, 0.048], [-1.387, -2.214, -1.087], [-3.202, -1.162, -2.082], [0.953, -3.120, -0.139], [1.928, -2.251, 0.993], [-1.103, -2.638, 1.313], [0.192, -3.605, 1.986], [1.681, -2.926, 3.389], [1.861, -1.202, 3.639], [1.707, -2.425, 5.718], [0.410, -1.263, 5.622], [0.061, -2.997, 5.349], [-3.063, -2.611, 3.215], [-1.692, -3.682, 3.448], [-2.346, -2.770, 4.855]],
  "mulliken_charge": [-1.054, -0.576, -0.638, -0.421, 0.348, -1.342, -0.447, -0.764, -0.573, 2.149, -0.401, -1.737, -0.025, -1.032, -0.312, 0.934, -1.300, -0.527, -0.317, -1.054, -0.763, -0.693, 3.232, -2.089, -1.512, -0.444, -0.085, -2.110, 1.158, -0.296, -1.476, 0.303, -1.482, -0.506, 0.268, 0.310, 0.290, 0.326, 0.417, 0.277, 0.354, 0.272, -0.089, 0.526, -0.256, 0.533, 0.677, -0.366, 0.640, 0.557, -0.248, 0.528, 0.452, 0.432, 0.368, 0.322, 0.282, 0.314, 0.415, 0.353, 0.535, 0.536, 0.154, 0.445, -0.077, 0.754, 0.047, 0.410, 0.222, 0.325, 0.327, 0.351, 0.440, 0.595, 0.434, 0.207, 0.448, 0.320, 0.314, 0.334, 0.329, 0.449]
}

=====

[3]
{
  "formula": "C6H8Cl8F6NO4S2V",
  "method": "ωB97M-V/def2-TZVPD",
  "e_lumo_ev": [-7.70, -7.46],
  "e_tot_ha": -6609.81133,
  "spin_multiplicity": 4,
  "homo_energy_ev": [-12.4, -12.4],
  "charge": 1,
  "s2": 3.76,
  "elements": ["V", "C", "F", "F", "F", "S", "O", "O", "N", "S", "O", "O", "C", "F", "F", "F", "C", "Cl", "Cl", "H", "H", "C", "Cl", "Cl", "H", "H", "C", "Cl", "Cl", "H", "H", "C", "Cl", "Cl", "H", "H"],
  "positions_angstrom": [[-3.353, 2.998, -0.869], [-2.296, -0.996, -0.357], [-3.559, -1.017, -0.752], [-2.259, -0.898, 0.958], [-1.637, -2.059, -0.711], [-1.532, 0.536, -1.211], [-0.169, 0.197, -1.479], [-2.320, 0.869, -2.403], [-1.863, 1.847, -0.129], [-0.667, 1.958, 1.001], [-1.192, 2.730, 2.108], [0.029, 0.748, 1.306], [0.510, 3.207, 0.177], [-0.173, 4.355, 0.155], [1.593, 3.361, 0.876], [0.786, 2.858, -1.069], [1.163, -2.569, 1.304], [2.061, -2.080, 2.722], [1.980, -3.902, 0.405], [0.185, -2.924, 1.616], [1.041, -1.726, 0.633], [-1.184, -3.994, -3.505], [-2.513, -3.317, -4.421], [0.343, -3.829, -4.380], [-1.138, -3.546, -2.517], [-1.376, -5.050, -3.333], [2.566, -0.903, -2.560], [3.437, -2.423, -2.799], [2.882, -0.285, -0.914], [2.985, -0.259, -3.327], [1.519, -1.056, -2.798], [0.675, 3.393, 5.260], [1.381, 4.960, 5.727], [1.752, 2.456, 4.228], [0.662, 2.873, 6.212], [-0.321, 3.487, 4.845]],
  "mulliken_spin": [3.033, 0.011, 0.001, 0.000, -0.001, 0.000, -0.005, 0.002, -0.046, 0.000, 0.003, -0.003, 0.002, 0.003, 0.000, -0.001, 0.000, 0.000, 0.000, 0.000, 0.000, 0.000, 0.000, 0.000, 0.000, 0.000, 0.000, 0.000, 0.000, 0.000, 0.000, 0.000, 0.000, 0.000, 0.000, 0.000]
}

=====

[4]
{
  "formula": "C44H37BrN6P2Pd",
  "method": "ωB97M-V/def2-TZVPD",
  "e_lumo_ev": [-11.11, -13.06],
  "relative_energy_kj_mol": 0.0,
  "e_tot_ha": -5410.65067,
  "spin_multiplicity": 5,
  "homo_energy_ev": [-17.3, -18.3],
  "charge": 4,
  "s2": 6.08,
  "elements": ["Pd", "N", "C", "N", "C", "N", "N", "C", "C", "C", "C", "C", "C", "N", "C", "C", "C", "C", "C", "C", "H", "H", "H", "H", "H", "H", "H", "H", "H", "H", "H", "C", "P", "C", "C", "C", "C", "C", "C", "C", "C", "C", "C", "C", "C", "P", "C", "C", "C", "C", "C", "C", "C", "C", "C", "C", "C", "C", "H", "H", "H", "H", "H", "H", "H", "H", "H", "H", "H", "H", "H", "H", "H", "H", "H", "H", "H", "H", "H", "H", "Br", "C", "C", "C", "C", "C", "N", "H", "H", "H", "H"],
  "positions_angstrom": [[-0.311, 1.897, 0.575], [4.592, 2.779, -0.146], [3.456, 2.233, 0.285], [2.266, 2.682, -0.034], [2.213, 3.744, -0.873], [1.016, 4.217, -1.359], [-0.039, 3.514, -0.997], [-1.161, 3.921, -1.547], [-2.414, 3.379, -1.072], [-3.617, 3.901, -1.532], [-4.811, 3.433, -0.986], [-4.746, 2.457, -0.011], [-3.498, 1.974, 0.390], [-2.358, 2.411, -0.119], [3.370, 4.446, -1.310], [3.346, 5.622, -2.098], [4.528, 6.203, -2.466], [5.767, 5.635, -2.087], [5.833, 4.493, -1.324], [4.629, 3.908, -0.928], [5.469, 2.346, 0.127], [3.554, 1.370, 0.931], [-1.145, 4.681, -2.323], [-3.618, 4.668, -2.294], [-5.760, 3.833, -1.315], [-5.641, 2.066, 0.452], [-3.429, 1.228, 1.172], [2.398, 6.045, -2.391], [4.528, 7.109, -3.055], [6.683, 6.115, -2.405], [6.782, 4.066, -1.031], [-1.899, -1.215, 0.159], [-0.210, -0.461, 0.059], [0.270, -0.532, -1.676], [-0.424, 0.275, -2.582], [-0.117, 0.233, -3.931], [0.898, -0.604, -4.382], [1.598, -1.398, -3.486], [1.286, -1.369, -2.135], [0.978, -1.402, 1.019], [1.880, -0.717, 1.834], [2.857, -1.405, 2.536], [2.941, -2.788, 2.427], [2.048, -3.479, 1.617], [1.071, -2.791, 0.915], [-2.334, -2.981, -0.085], [-2.315, -3.945, 1.382], [-1.840, -3.461, 2.611], [-1.911, -4.261, 3.732], [-2.468, -5.536, 3.647], [-2.964, -6.014, 2.440], [-2.902, -5.223, 1.309], [-1.666, -3.703, -1.547], [-1.854, -3.030, -2.767], [-1.442, -3.620, -3.944], [-0.857, -4.883, -3.919], [-0.674, -5.559, -2.717], [-1.087, -4.983, -1.530], [-2.459, -0.674, -0.614], [-2.354, -0.931, 1.113], [-1.221, 0.930, -2.238], [-0.663, 0.849, -4.633], [1.142, -0.635, -5.435], [2.386, -2.049, -3.839], [1.839, -1.997, -1.449], [1.792, 0.361, 1.963], [3.540, -0.872, 3.183], [3.699, -3.328, 2.977], [2.117, -4.555, 1.530], [0.406, -3.347, 0.265], [-1.401, -2.473, 2.683], [-1.535, -3.904, 4.680], [-2.525, -6.155, 4.532], [-3.413, -6.996, 2.386], [-3.320, -5.584, 0.377], [-2.340, -2.063, -2.796], [-1.596, -3.114, -4.887], [-0.553, -5.352, -4.845], [-0.220, -6.540, -2.712], [-0.951, -5.512, -0.595], [-0.946, 4.516, 2.165], [-0.869, 3.015, 3.316], [-1.045, 3.203, 4.675], [-0.968, 2.091, 5.498], [-0.724, 0.848, 4.927], [-0.567, 0.761, 3.560], [-0.634, 1.828, 2.747], [-1.234, 4.191, 5.070], [-1.096, 2.196, 6.567], [-0.655, -0.043, 5.533], [-0.380, -0.192, 3.081]],
  "mulliken_spin": [1.401, 0.079, -0.065, 0.115, -0.096, 0.503, -0.020, 0.173, 0.045, 0.073, -0.020, 0.064, -0.007, 0.169, 0.083, -0.029, 0.047, 0.036, -0.019, 0.079, -0.003, 0.002, -0.010, 0.002, 0.002, 0.001, 0.012, -0.001, 0.001, 0.000, 0.000, 0.035, 0.211, 0.004, 0.047, -0.006, 0.018, -0.008, 0.014, -0.023, 0.006, 0.003, 0.003, -0.005, 0.022, 0.557, 0.031, 0.020, -0.011, 0.076, -0.023, 0.055, 0.086, 0.055, -0.016, 0.076, -0.015, 0.032, 0.000, 0.008, -0.015, 0.000, 0.000, 0.001, 0.003, -0.001, 0.000, 0.000, 0.000, -0.007, 0.020, 0.002, 0.002, 0.001, -0.004, -0.006, 0.001, 0.001, 0.001, -0.003, 0.028, 0.013, 0.009, -0.005, 0.004, -0.017, 0.096, 0.002, -0.001, 0.001, 0.005]
}

=====

[5]
{
  "formula": "C4H13N2O2",
  "method": "ωB97M-V/def2-TZVPD",
  "e_lumo_ev": 3.67,
  "relative_energy_kj_mol": 110.7,
  "e_tot_ha": -420.17668,
  "homo_energy_ev": -2.7,
  "charge": -1,
  "elements": ["N", "C", "C", "N", "C", "C", "O", "H", "H", "H", "H", "H", "H", "H", "H", "H", "H", "H", "H", "H", "O"],
  "positions_angstrom": [[2.619, -0.216, 0.986], [2.045, -0.949, -0.137], [0.967, -0.250, -0.913], [-0.257, -0.145, -0.118], [-1.258, 0.815, -0.618], [-1.613, 1.878, 0.443], [-2.360, 2.882, 0.007], [2.060, -0.309, 1.822], [2.727, 0.774, 0.796], [2.864, -1.201, -0.805], [1.723, -1.926, 0.223], [0.716, -0.884, -1.767], [1.286, 0.721, -1.305], [0.001, 0.203, 0.806], [-2.198, 0.279, -0.794], [-1.024, 1.249, -1.595], [-2.095, 1.226, 1.241], [-0.601, 2.178, 0.864], [-1.264, -1.694, 0.006], [-2.509, -2.140, 0.718], [-1.829, -2.494, 0.139]],
  "mulliken_charge": [-0.602, -0.805, -0.439, -0.181, -0.386, -0.378, -0.858, 0.280, 0.258, 0.323, 0.327, 0.290, 0.375, 0.163, 0.145, 0.304, 0.118, 0.080, 0.445, 0.297, -0.758]
}

=====

Q: What is the formula in the second record?
A: C25H48N3O5P